Record 1
Below is a structure of composition C5H9NO2, with properties calculated with ωB97M-V/def2-TZVPD.

The gap between HOMO and LUMO is 0.32182 Ha. The value obtained for the LUMO energy is 0.01148 Eh.

Each line ends with the Löwdin charge.
Positions of all 17 atoms, in Å:
H: 1.534 -1.297 1.567  0.097
C: -0.688 -0.280 -0.950  -0.474
H: -2.078 1.370 -0.643  0.074
O: -0.940 -0.179 0.914  -0.093
H: -1.017 -1.103 1.208  0.097
H: 0.017 -2.071 -1.253  0.032
N: -0.682 -1.420 -1.623  0.093
C: -1.654 0.766 -1.446  -0.043
H: -2.542 0.304 -1.884  0.082
H: -1.184 1.411 -2.189  0.087
H: 0.513 1.594 1.121  0.152
H: 1.340 -0.036 2.834  0.090
H: 2.626 0.066 1.621  0.104
C: 1.580 -0.228 1.787  -0.041
C: 0.760 0.296 -0.584  -0.328
C: 0.715 0.558 0.863  -0.061
O: 1.700 0.249 -1.344  0.133

Record 2
Below is a cluster of 2 separate species, C5H9NO3 in total, with properties calculated with ωB97M-V/def2-TZVPD.

The SMILES is C1COCCN1.O=C=O. The gap between HOMO and LUMO is 0.35442 Ha. The value obtained for the LUMO energy is 0.02459 Eh.

Each line ends with the Löwdin charge.
Positions of all 18 atoms, in Å:
H: 1.251 -1.161 -1.982  0.116
H: -0.836 -0.062 -1.977  0.133
C: -0.082 -1.317 0.915  -0.200
O: 1.076 2.865 0.338  0.222
H: -1.551 0.008 1.601  0.120
C: 1.057 -0.569 -1.121  -0.188
H: -0.563 -2.106 1.462  0.110
C: -1.214 -0.352 0.645  -0.186
H: 1.840 0.064 -0.629  0.130
O: -0.784 0.758 -0.102  -0.164
H: -2.072 -0.900 0.150  0.148
O: -1.040 3.142 1.594  0.006
H: 1.362 -2.280 -0.064  0.071
N: 0.642 -1.693 -0.292  -0.066
C: 0.050 2.870 0.841  -0.270
H: 0.673 -0.934 1.613  0.121
C: -0.117 0.358 -1.240  -0.253
H: 0.307 1.308 -1.752  0.149

Record 3
Below is a structure of composition C5H9NO3, with properties calculated with ωB97M-V/def2-TZVPD.

The gap between HOMO and LUMO (spin up / spin down) is 0.25719 / 0.25734 Ha. The value obtained for the LUMO energy (spin up / spin down) is -0.04271 / -0.04262 Eh.

Each line ends with the Löwdin charge.
Positions of all 18 atoms, in Å:
C: 0.876 -0.222 1.806  -0.078
H: -1.436 2.024 -0.404  0.110
H: 1.902 -0.103 2.173  0.085
H: 0.181 0.097 2.582  0.085
C: 1.385 0.114 -0.708  -0.155
H: 0.778 1.678 0.683  0.119
C: -1.236 0.181 0.070  -0.537
N: 0.191 0.522 -1.382  0.170
O: -1.923 1.368 0.113  0.080
O: -1.564 -0.807 0.731  0.027
H: -1.639 0.091 -2.208  0.160
H: 2.248 0.686 -1.048  0.119
H: 1.573 -0.960 -0.712  0.125
O: -0.716 -1.675 -1.582  0.021
H: 0.695 -1.279 1.619  0.082
C: -0.884 -0.311 -1.533  -0.332
C: 0.693 0.605 0.557  -0.185
H: -1.125 -2.011 -0.759  0.103

Record 4
Below is an isolated molecule of C5H9NO3, with properties calculated with ωB97M-V/def2-TZVPD.

The SMILES is [H]/N=C(\CCC(=O)O)OC. The gap between HOMO and LUMO is 0.35670 Ha. The value obtained for the LUMO energy is 0.00553 Eh.

Each line ends with the Löwdin charge.
Positions of all 18 atoms, in Å:
H: -2.004 -1.345 -1.495  0.078
C: -2.158 -0.289 -1.297  -0.061
H: 2.477 -0.489 -1.876  0.134
C: 1.138 1.282 0.751  -0.019
H: -3.006 -0.169 -0.619  0.093
H: -0.471 -1.984 1.379  0.070
O: -0.980 0.299 -0.751  -0.096
N: -0.563 -1.672 0.417  0.184
C: 1.744 -0.117 -0.173  -0.511
O: 1.818 0.112 -1.492  0.106
O: 2.490 -0.855 0.414  0.091
H: -2.353 0.246 -2.223  0.090
H: -0.860 1.242 1.613  0.120
H: 0.313 0.026 2.284  0.121
H: 1.974 1.529 1.399  0.108
H: 0.838 1.998 -0.009  0.105
C: -0.384 -0.401 0.269  -0.494
C: -0.014 0.585 1.408  -0.119

Record 5
Below is an isolated molecule of C5H9NO3, with properties calculated with ωB97M-V/def2-TZVPD.

The SMILES is N[C@@H]1CO[C@@H]1CC(=O)O. The gap between HOMO and LUMO is 0.37292 Ha. The value obtained for the LUMO energy is 0.02180 Eh.

Each line ends with the Löwdin charge.
Positions of all 18 atoms, in Å:
C: 2.089 0.134 0.241  -0.508
H: 1.732 -1.791 0.379  0.096
H: -1.310 -1.421 -0.908  0.149
H: 1.126 0.402 2.106  0.146
C: 0.849 0.459 1.042  -0.045
H: 0.603 1.506 0.829  0.140
C: -2.057 0.438 -0.008  -0.123
O: 2.930 0.957 -0.034  0.103
H: -1.988 1.507 -0.267  0.122
C: -0.942 -0.426 -0.630  -0.304
O: 2.368 -1.195 -0.035  0.094
H: -3.091 0.089 -0.136  0.117
N: -0.088 0.051 -1.676  0.051
O: -1.560 0.169 1.317  -0.081
H: 0.468 0.942 -1.686  0.112
H: -0.212 -1.436 1.240  0.146
C: -0.363 -0.434 0.805  -0.292
H: -0.554 0.049 -2.577  0.079

Record 6
Below is an isolated molecule of C5H9NO4, with properties calculated with ωB97M-V/def2-TZVPD.

The SMILES is N[C@@H](CCC(=O)O)C(=O)O. The gap between HOMO and LUMO is 0.37468 Ha. The value obtained for the LUMO energy is 0.00878 Eh.

Each line ends with the Löwdin charge.
Positions of all 19 atoms, in Å:
H: 0.603 -0.464 -1.265  0.139
O: -0.469 1.761 0.143  0.063
H: -2.144 -1.405 -1.313  0.093
H: 1.526 1.748 -0.152  0.070
C: -1.364 0.926 -0.012  -0.462
H: 1.861 -1.108 1.366  0.126
C: 1.502 -0.312 0.718  -0.115
C: 2.631 0.261 -0.063  -0.540
H: 1.183 0.533 1.380  0.130
C: 0.413 -0.834 -0.239  -0.100
H: 0.479 -1.931 -0.280  0.125
O: 3.538 -0.389 -0.527  0.109
O: 2.467 1.582 -0.332  0.100
N: -1.988 -1.488 -0.313  0.059
H: -1.097 -0.583 1.274  0.166
O: -2.621 1.262 -0.346  0.110
C: -1.060 -0.520 0.181  -0.336
H: -2.879 -1.328 0.139  0.083
H: -2.581 2.288 -0.359  0.181

Record 7
Below is an isolated molecule of C5H9NO4, with properties calculated with ωB97M-V/def2-TZVPD.

The SMILES is [H]/N=C(\O)[C@H](O)[C@@H](O)CC=O. The gap between HOMO and LUMO is 0.36350 Ha. The value obtained for the LUMO energy is 0.01635 Eh.

Each line ends with the Löwdin charge.
Positions of all 19 atoms, in Å:
C: 0.128 -0.508 -0.033  -0.335
H: 1.423 1.227 -0.064  0.163
O: -0.485 1.737 -0.723  -0.001
H: 0.038 2.182 -1.395  0.105
H: 0.844 0.568 3.129  0.128
O: 0.694 -2.921 -2.643  0.050
H: 0.850 -0.428 -2.092  0.135
C: 0.122 -2.396 -1.715  -0.253
N: -1.131 1.629 1.952  0.149
C: 0.053 -0.910 -1.509  -0.100
O: -1.042 -0.872 0.674  -0.017
H: 0.959 -1.036 0.453  0.160
H: -0.866 2.422 2.630  0.106
C: 0.360 1.010 0.127  -0.293
H: -1.810 -0.553 0.183  0.109
H: -0.407 -3.017 -0.958  0.133
C: 0.066 1.395 1.567  -0.455
O: 1.121 1.052 2.342  0.078
H: -0.916 -0.581 -1.924  0.139

Record 8
Below is an isolated molecule of C5H9NO5, with properties calculated with ωB97M-V/def2-TZVPD.

The SMILES is O=C1CC[C@H](O)N1C(O)(O)O. The gap between HOMO and LUMO is 0.38369 Ha. The value obtained for the LUMO energy is 0.01924 Eh.

Each line ends with the Löwdin charge.
Positions of all 20 atoms, in Å:
O: -0.987 -1.990 -0.478  -0.007
H: 1.038 -2.122 0.495  0.188
H: 0.652 1.484 -2.281  0.094
O: -0.765 -1.479 2.266  0.066
N: -0.291 0.033 0.312  0.110
C: -0.683 -0.776 -0.670  -0.479
H: -0.330 -0.493 -2.745  0.133
H: -0.889 2.258 -1.860  0.111
C: 0.325 -0.804 1.754  -0.669
H: -1.192 -2.009 1.539  0.117
C: -0.885 -0.033 -1.922  -0.062
O: 0.634 0.068 2.689  0.116
O: 1.321 -1.544 1.313  0.113
H: 0.129 2.068 0.698  0.176
C: -0.239 1.382 -1.685  -0.051
H: -0.209 0.477 3.067  0.180
O: 1.688 1.136 -0.462  -0.011
C: 0.324 1.291 -0.166  -0.299
H: -1.880 -0.032 -2.162  0.093
H: 2.240 1.084 0.297  0.080

Record 9
Below is an isolated molecule of C5H9NOS, with properties calculated with ωB97M-V/def2-TZVPD.

The SMILES is CO[C@]1(C)CC=NS1. The gap between HOMO and LUMO is 0.35191 Ha. The value obtained for the LUMO energy is 0.03226 Eh.

Each line ends with the Löwdin charge.
Positions of all 17 atoms, in Å:
N: 1.931 0.134 -0.181  -0.298
C: 1.544 0.425 0.994  -0.267
C: 0.162 0.000 1.431  -0.151
H: -0.049 1.853 -1.156  0.076
H: 2.192 0.957 1.674  0.107
H: -0.390 0.715 2.039  0.125
H: 0.324 -0.926 2.008  0.131
H: -2.054 -1.760 -0.620  0.090
C: -1.520 -1.576 0.328  -0.073
H: -1.661 2.567 -0.879  0.093
C: -0.634 -0.345 0.181  -0.754
H: -2.260 -1.415 1.148  0.100
S: 0.742 -0.676 -1.065  0.935
C: -0.895 1.934 -0.440  -0.103
H: -0.544 2.355 0.506  0.086
H: -0.939 -2.468 0.586  0.079
O: -1.494 0.672 -0.245  -0.178

Record 10
Below is an isolated molecule of C5H9NOS, with properties calculated with ωB97M-V/def2-TZVPD.

The SMILES is CC1(C)ON=CCS1. The gap between HOMO and LUMO is 0.35215 Ha. The value obtained for the LUMO energy is 0.02789 Eh.

Each line ends with the Löwdin charge.
Positions of all 17 atoms, in Å:
H: -1.337 0.780 -1.904  0.083
H: 3.035 -0.872 0.639  0.119
C: -1.749 0.401 -0.974  -0.076
C: -0.636 0.008 -0.021  -0.813
H: -0.351 -0.953 1.915  0.080
H: -2.357 -0.476 -1.199  0.090
H: 2.738 1.511 -0.009  0.065
C: -1.172 -0.594 1.274  -0.082
S: 0.399 1.506 0.390  0.922
C: 1.937 0.876 -0.335  -0.434
H: -1.765 0.126 1.821  0.078
O: 0.146 -0.923 -0.755  -0.168
H: -2.384 1.161 -0.517  0.086
H: -1.778 -1.459 1.029  0.086
N: 1.265 -1.456 -0.052  0.071
H: 1.871 0.906 -1.407  0.079
C: 2.139 -0.543 0.106  -0.185

Q: Which energy above the lowest of the compared OMol25 structures with the same formula, charge and spin values were calculated for the entries above? A: 4.148 3.008 6.029 3.344 2.239 0.623 3.338 0.000 1.423 2.363, in eV.
Q: Which F_max values were calculated for the entries above? A: 0.0917 0.2023 0.0153 0.1045 0.0365 0.0462 0.0773 0.0842 0.0167 0.0158, in Eh/bohr.
Q: Which electronic energy values were calculated for the entries above? A: -10912.427 -12961.699 -12958.678 -12961.362 -12962.467 -15011.621 -15008.906 -17057.950 -19702.881 -19701.941, in eV.